[1]
Molecular formula: C31H20Br3N5O3Ru
Method: DFT, the ωB97M-V functional and the def2-TZVPD basis

Output
Spin multiplicity = 2
Molar mass = 851.32 g/mol
HOMO level (spin up / spin down) = -0.390 / -0.389 Ha
HOMO-LUMO gap (spin up / spin down) = 0.250 / 0.237 Ha
Charge = +1
Total energy = -258771.4846 eV

Last column: Löwdin spin population.
Cartesian coordinates (Å):
Ru -0.31 -0.55 0.68  0.794
Br 6.86 1.25 -0.30  0.000
C 5.17 0.58 0.23  0.000
C 5.09 -0.66 0.89  -0.001
C 3.87 -1.19 1.22  0.000
C 2.67 -0.52 0.92  0.004
O 1.54 -1.11 1.20  0.062
C 2.76 0.77 0.32  0.001
C 1.64 1.60 0.05  0.003
N 0.40 1.30 0.25  0.013
C -0.65 2.25 0.07  0.000
C -0.51 3.61 0.06  0.000
C -1.64 4.43 -0.18  0.000
C -2.86 3.89 -0.46  0.000
C -3.03 2.49 -0.47  0.000
C -4.23 1.82 -0.81  0.000
C -4.28 0.46 -0.79  0.000
C -3.15 -0.27 -0.36  0.002
N -2.03 0.32 -0.03  0.006
C -1.93 1.69 -0.13  -0.001
C 4.04 1.28 -0.03  0.000
H 6.00 -1.20 1.14  0.000
H 3.80 -2.15 1.71  0.000
H 1.86 2.57 -0.39  0.001
H 0.45 4.07 0.25  0.000
H -1.52 5.51 -0.17  0.000
H -3.71 4.53 -0.67  0.000
H -5.10 2.40 -1.10  0.000
H -5.18 -0.08 -1.06  0.000
H -3.17 -1.35 -0.27  0.000
H 4.11 2.26 -0.50  0.000
Br -3.95 -3.68 2.26  0.004
C -2.98 -2.43 3.28  0.021
C -3.33 -2.19 4.63  -0.004
C -2.64 -1.29 5.38  0.018
Br -3.11 -1.04 7.19  0.004
C -1.58 -0.54 4.81  -0.001
C -0.78 0.41 5.48  0.006
C 0.21 1.07 4.80  -0.003
C 0.39 0.81 3.43  0.006
N -0.34 -0.07 2.78  -0.011
C -1.29 -0.77 3.46  0.000
C -1.93 -1.76 2.69  -0.007
O -1.49 -1.98 1.47  0.083
H -4.17 -2.73 5.06  -0.001
H -0.95 0.61 6.53  0.000
H 0.84 1.79 5.29  0.000
H 1.15 1.33 2.85  0.000
N -1.37 -5.64 0.19  0.001
C -0.13 -5.53 -0.35  0.000
O 0.63 -6.47 -0.46  0.000
C 0.30 -4.16 -0.82  0.001
C 1.61 -4.03 -1.26  0.000
C 2.06 -2.79 -1.69  0.001
C 1.20 -1.72 -1.59  -0.001
N -0.06 -1.81 -1.13  -0.002
C -0.50 -3.04 -0.79  0.000
H -1.66 -6.54 0.52  0.000
H -1.96 -4.85 0.38  0.000
H 2.24 -4.90 -1.26  0.000
H 3.06 -2.65 -2.06  0.000
H 1.51 -0.73 -1.91  0.000
H -1.54 -3.09 -0.52  0.000



[2]
Molecular formula: C5H12NS
Method: DFT, the ωB97M-V functional and the def2-TZVPD basis

Output
Molar mass = 118.22 g/mol
HOMO level = -0.081 Ha
HOMO-LUMO gap = 0.211 Ha
Charge = -1
Total energy = -17703.8063 eV
SMILES = CCN[C@@H](C)C[S-]

Last column: Löwdin charge in e.
Cartesian coordinates (Å):
C 0.13 -2.36 -2.59  -0.112
C -0.82 -1.58 -1.54  -0.334
N -0.38 -0.22 -1.29  -0.094
C -0.36 0.10 0.20  -0.453
C 0.41 -1.02 0.97  -0.083
C 0.32 1.45 0.42  -0.809
S 0.20 2.14 2.10  0.067
H 1.14 -2.70 -2.14  0.084
H -0.45 -3.25 -2.82  0.042
H 0.27 -1.79 -3.46  0.026
H -0.75 -2.15 -0.60  0.070
H -1.84 -1.96 -1.91  0.110
H 0.61 -0.04 -1.76  0.146
H -1.41 0.17 0.35  0.106
H 0.03 -1.76 1.58  0.033
H 1.27 -0.63 1.42  0.028
H 0.90 -1.61 0.08  0.089
H 1.41 1.25 0.29  0.024
H 0.19 2.33 -0.32  0.060



[3]
Molecular formula: C6H24N12NiO6
Method: DFT, the ωB97M-V functional and the def2-TZVPD basis

Output
Spin multiplicity = 4
Molar mass = 419.03 g/mol
HOMO level (spin up / spin down) = -0.148 / -0.463 Ha
HOMO-LUMO gap (spin up / spin down) = 0.080 / 0.393 Ha
Charge = +1
Total energy = -77818.0875 eV

Last column: Löwdin spin population.
Cartesian coordinates (Å):
Ni 3.32 -0.02 -18.03  1.837
C 5.18 1.24 -19.93  0.036
O 4.01 0.87 -19.71  0.025
N 6.04 0.65 -20.76  0.023
N 5.84 2.26 -19.29  0.021
H 5.83 -0.18 -21.28  0.011
H 6.97 1.05 -20.87  0.012
H 6.73 2.52 -19.70  0.010
H 5.57 2.72 -18.43  0.012
C 0.51 -1.18 -18.63  0.035
O 1.73 -1.10 -18.80  0.029
N -0.43 -0.74 -19.38  0.013
N 0.10 -1.62 -17.52  0.018
H -0.28 -0.22 -20.24  0.006
H -1.33 -1.19 -19.33  0.007
H -0.86 -1.66 -17.23  0.013
H 0.84 -2.07 -17.00  0.007
C 5.07 1.25 -15.83  0.065
O 4.71 0.85 -16.92  0.041
N 4.64 2.32 -15.16  0.037
N 6.12 0.80 -15.27  0.044
H 3.98 2.95 -15.60  0.015
H 5.19 2.59 -14.36  0.018
H 6.28 0.99 -14.30  0.020
H 6.67 0.12 -15.78  0.038
C 0.95 2.23 -17.36  0.034
O 1.90 1.59 -17.79  0.026
N -0.19 2.16 -17.90  0.013
N 1.10 3.01 -16.33  0.022
H -0.86 2.84 -17.59  0.006
H -0.28 1.56 -18.71  0.003
H 2.03 3.29 -16.02  0.012
H 0.27 3.29 -15.83  0.008
C 2.73 -1.82 -15.53  0.067
O 2.61 -0.84 -16.28  0.042
N 3.70 -2.70 -15.57  0.035
N 1.84 -2.19 -14.66  0.028
H 4.34 -2.71 -16.35  0.017
H 3.66 -3.42 -14.87  0.020
H 1.91 -3.17 -14.41  0.017
H 0.99 -1.68 -14.46  0.014
C 5.04 -2.33 -19.21  0.060
O 4.54 -1.66 -18.34  0.053
N 6.13 -3.04 -19.18  0.043
N 4.43 -2.53 -20.35  0.020
H 6.53 -3.39 -20.04  0.018
H 6.63 -3.16 -18.31  0.032
H 3.72 -1.93 -20.74  0.006
H 4.84 -3.21 -20.96  0.013



Copy entry 3 word for word.
Molecular formula: C6H24N12NiO6
Method: DFT, the ωB97M-V functional and the def2-TZVPD basis

Output
Spin multiplicity = 4
Molar mass = 419.03 g/mol
HOMO level (spin up / spin down) = -0.148 / -0.463 Ha
HOMO-LUMO gap (spin up / spin down) = 0.080 / 0.393 Ha
Charge = +1
Total energy = -77818.0875 eV

Last column: Löwdin spin population.
Cartesian coordinates (Å):
Ni 3.32 -0.02 -18.03  1.837
C 5.18 1.24 -19.93  0.036
O 4.01 0.87 -19.71  0.025
N 6.04 0.65 -20.76  0.023
N 5.84 2.26 -19.29  0.021
H 5.83 -0.18 -21.28  0.011
H 6.97 1.05 -20.87  0.012
H 6.73 2.52 -19.70  0.010
H 5.57 2.72 -18.43  0.012
C 0.51 -1.18 -18.63  0.035
O 1.73 -1.10 -18.80  0.029
N -0.43 -0.74 -19.38  0.013
N 0.10 -1.62 -17.52  0.018
H -0.28 -0.22 -20.24  0.006
H -1.33 -1.19 -19.33  0.007
H -0.86 -1.66 -17.23  0.013
H 0.84 -2.07 -17.00  0.007
C 5.07 1.25 -15.83  0.065
O 4.71 0.85 -16.92  0.041
N 4.64 2.32 -15.16  0.037
N 6.12 0.80 -15.27  0.044
H 3.98 2.95 -15.60  0.015
H 5.19 2.59 -14.36  0.018
H 6.28 0.99 -14.30  0.020
H 6.67 0.12 -15.78  0.038
C 0.95 2.23 -17.36  0.034
O 1.90 1.59 -17.79  0.026
N -0.19 2.16 -17.90  0.013
N 1.10 3.01 -16.33  0.022
H -0.86 2.84 -17.59  0.006
H -0.28 1.56 -18.71  0.003
H 2.03 3.29 -16.02  0.012
H 0.27 3.29 -15.83  0.008
C 2.73 -1.82 -15.53  0.067
O 2.61 -0.84 -16.28  0.042
N 3.70 -2.70 -15.57  0.035
N 1.84 -2.19 -14.66  0.028
H 4.34 -2.71 -16.35  0.017
H 3.66 -3.42 -14.87  0.020
H 1.91 -3.17 -14.41  0.017
H 0.99 -1.68 -14.46  0.014
C 5.04 -2.33 -19.21  0.060
O 4.54 -1.66 -18.34  0.053
N 6.13 -3.04 -19.18  0.043
N 4.43 -2.53 -20.35  0.020
H 6.53 -3.39 -20.04  0.018
H 6.63 -3.16 -18.31  0.032
H 3.72 -1.93 -20.74  0.006
H 4.84 -3.21 -20.96  0.013